The following is a DFT calculation (ωB97M-V/def2-TZVPD) of a 2-piece molecular cluster, C4H7N overall.

As for the charge: 0. The calculation puts the energy above the lowest of the compared OMol25 structures with the same formula, charge and spin at 523.7 kJ/mol. Its LUMO energy (alpha / beta) is 0.417 / 0.147 eV.

Atoms and positions in Å:
1 C 0.47 1.17 -0.65
2 C -2.24 0.10 0.55
3 C 0.70 -0.02 -0.26
4 C 1.70 -1.05 0.04
5 N -1.37 -0.68 0.87
6 H -0.75 1.45 -0.65
7 H 1.08 1.97 -1.11
8 H -3.21 0.06 0.92
9 H -2.13 1.09 0.00
10 H 2.70 -0.76 0.27
11 H 1.39 -1.53 0.86
12 H 1.65 -1.80 -0.84

***

The following is a DFT calculation (ωB97M-V/def2-TZVPD) of a 2-piece molecular cluster, C4H7N2 overall.

As for the charge: +1. The calculation puts the energy above the lowest of the compared OMol25 structures with the same formula, charge and spin at 490.9 kJ/mol. Its LUMO energy is -4.663 eV.

Atoms and positions in Å:
1 C 1.45 1.35 -0.31
2 C -2.26 0.45 0.06
3 C -3.15 -0.36 -0.39
4 C 2.37 -0.94 0.08
5 N -1.15 0.90 0.34
6 N 1.81 0.26 -0.22
7 H 1.35 2.45 -0.31
8 H -4.00 -0.10 -0.91
9 H -3.06 -1.33 -0.12
10 H 2.99 -0.95 1.12
11 H 3.05 -1.35 -0.58
12 H 1.52 -1.64 0.01
13 H -0.92 1.28 1.24

***

The following is a DFT calculation (ωB97M-V/def2-TZVPD) of C4H7N2 as an isolated structure.

As for the charge: +1. The calculation puts the energy above the lowest of the compared OMol25 structures with the same formula, charge and spin at 1033.7 kJ/mol. Its LUMO energy (alpha / beta) is -6.688 / -5.123 eV.

Atoms and positions in Å:
1 C -1.73 -0.69 -0.04
2 C 0.61 -1.44 0.14
3 C -0.01 0.77 0.78
4 C -0.04 0.42 -1.19
5 N -1.08 0.41 -0.16
6 N 0.91 -0.03 -0.16
7 H -1.96 -1.06 0.94
8 H 1.23 -1.76 1.02
9 H 0.29 1.84 0.61
10 H -0.29 0.30 1.76
11 H -0.20 -0.17 -2.09
12 H 0.30 1.41 -1.41
13 H 1.97 -0.01 -0.21

***

The following is a DFT calculation (ωB97M-V/def2-TZVPD) of an isolated ion of composition C4H7N2 and charge +1.

Its structure (SMILES) is C=CN=[N+]1CC1. As for the charge: +1. The calculation puts the energy above the lowest of the compared OMol25 structures with the same formula, charge and spin at 558.3 kJ/mol. Its LUMO energy is -6.224 eV.

Atoms and positions in Å:
1 C -0.60 -0.06 1.46
2 C -1.54 0.51 2.18
3 C 0.40 -0.66 -1.51
4 C 0.88 0.69 -1.82
5 N 0.09 0.67 0.50
6 N 0.60 0.25 -0.55
7 H -0.32 -1.06 1.54
8 H -1.97 1.50 2.10
9 H -2.08 0.00 2.92
10 H -0.70 -0.88 -1.57
11 H 1.08 -1.52 -1.46
12 H 1.95 0.81 -1.77
13 H 0.40 1.52 -2.29

***

no.,strongest force on any atom (hartree/bohr)
1,0.083
2,0.092
3,0.062
4,0.126